# 1
H25O13 | wB97M-V/def2-TZVPD

Output
Net charge ... -1
Total energy ... -27023.0154 eV
HOMO-LUMO gap ... 9.34 eV
ΔE to the lowest compared entry with this formula, charge and spin ... 420.7 kJ/mol
LUMO level ... 2.7 eV

Element x y z (Å)
O -0.7651 1.1110 -1.9616
H -3.3885 -1.4270 0.3956
H -4.1066 -0.2501 1.6293
O 0.1070 3.7967 2.2473
H 0.3045 3.6271 1.2282
H -2.6627 -2.4880 -0.5040
O 0.2863 -1.1347 -2.0414
H 1.2686 -1.3625 -1.8177
O -0.5834 -3.8330 -1.4240
H -0.5266 -3.5226 -0.3571
H -0.6648 -2.9517 -1.7778
O 3.7033 1.2167 2.1330
H -0.0672 0.3856 -1.9521
H 2.8693 1.4239 1.8360
O 0.1789 -0.6056 2.7034
H -0.0237 0.2648 2.3939
H 1.0442 -0.9789 2.2760
O -2.8710 -2.3318 0.4756
H -0.5775 2.7513 -0.6218
H 1.1389 0.3277 -4.2938
O -3.9618 0.0031 0.7556
H 3.7014 0.2258 2.0952
H -1.1638 -2.4302 2.2349
O 1.8514 -0.1513 -3.7795
H 1.0085 3.4417 2.5038
H 3.1025 1.0111 -1.9346
O 0.2097 -0.1270 0.4508
H 0.1257 -0.6477 -0.4243
H 0.2048 0.8321 0.0919
O -0.3660 -2.8846 2.2726
H 0.0566 -2.6637 3.0229
H 1.1651 -0.5925 -3.1559
O 2.3538 1.2929 -1.3999
H 0.3633 3.8975 -0.9062
H -3.1305 0.4015 0.7688
O -0.1740 3.5322 -0.2040
H 1.6155 0.7636 -1.8557
H -1.4111 0.8847 -2.6988

So, what does the Mulliken scheme give us? The charges, in e, come out as: -0.62 0.40 0.34 -0.69 0.38 0.30 -1.16 0.31 -0.72 0.38 0.26 -0.63 -0.03 0.29 -0.65 0.26 0.34 -0.68 0.24 0.28 -0.69 0.32 0.29 -0.71 0.31 0.29 -0.25 0.44 0.17 -0.59 0.28 0.35 -0.65 0.34 0.34 -0.63 0.57 0.24

---

# 2
H25O16S | wB97M-V/def2-TZVPD

Output
Net charge ... -1
Total energy ... -44001.3862 eV
HOMO-LUMO gap ... 8.82 eV
ΔE to the lowest compared entry with this formula, charge and spin ... 10.9 kJ/mol
LUMO level ... 1.6 eV

Element x y z (Å)
O 0.6776 -1.2619 3.1457
H 0.6272 -2.2767 3.3285
H 0.8130 -1.3439 2.0803
H 1.1860 -0.7170 3.7984
S 0.3022 0.1816 -0.1050
O 0.2256 -0.1233 -1.5196
O -1.0734 0.4906 0.3877
O 0.8188 -0.9938 0.6933
O 1.1683 1.2719 0.1423
O -0.8318 -3.1771 0.5174
H -1.6040 -2.7829 0.0499
H -0.1266 -2.6549 0.4275
O -2.9699 2.2853 0.4945
H -3.7312 1.6692 0.6594
H -2.2528 1.5672 0.4157
O 3.6890 1.3787 -0.2587
H 3.9151 0.5005 -0.3615
H 2.6480 1.4426 -0.3257
O 0.6828 3.9516 -0.4493
H 0.8320 2.9803 -0.3541
H -0.2335 4.1019 -0.4469
O 2.2881 -3.0849 0.5558
H 2.2025 -3.5334 -0.2218
H 1.7110 -2.3674 0.4782
O -3.1786 -1.1708 0.1196
H -3.4244 -1.1615 -0.8239
H -2.3479 -0.7040 0.0498
O 2.1455 2.3306 2.3430
H 2.8161 2.8508 2.2168
H 1.6930 1.9751 1.5632
O -2.0790 0.3670 -2.9000
H -1.3827 0.1479 -2.1940
H -2.5443 -0.4171 -2.7354
O 0.4570 1.6350 -3.2844
H 0.4376 0.9940 -3.9740
H 0.3984 0.9561 -2.5320
O 1.1557 -1.9142 -3.1604
H 0.7342 -1.0857 -2.9278
H 0.6236 -2.4450 -2.6279
O -2.0406 -0.3543 2.7848
H -2.0108 0.0773 1.8031
H -2.4170 0.4149 3.1476

So, what does the Mulliken scheme give us? The charges, in e, come out as: -0.43 0.45 0.47 0.40 0.23 -0.60 -0.55 -0.74 -0.56 -0.62 0.37 0.34 -0.71 0.29 0.53 -0.71 0.27 0.37 -0.69 0.37 0.32 -0.68 0.31 0.50 -0.68 0.37 0.14 -0.68 0.25 0.41 -0.57 0.40 0.27 -0.68 0.32 0.49 -0.68 0.43 0.28 -0.65 0.33 0.31

---

> Which value of LUMO level does entry 2 give?

1.6 eV

---

> Number 1 is which compound?

H25O13

---

> Which of these has the lowest ΔE to the lowest compared entry with this formula, charge and spin?

H25O16S

---

> Which value of ΔE to the lowest compared entry with this formula, charge and spin does entry 2 give?

10.9 kJ/mol